Below is C26H34BrMnN2O3P2 as an isolated structure, with properties calculated with ωB97M-V/def2-TZVPD.

The charge is +1. For the HOMO energy (alpha / beta), the calculation gives -11.21 / -11.51 eV. As for the multiplicity: 2. The largest force on an atom comes out at 0.0311 hartree/bohr. As for the molar mass: 619.359 Da. Its frontier orbital gap (alpha / beta) is 7.834 / 8.617 eV. The total energy is -5753.949325 a.u. The energy above the lowest of the compared OMol25 structures with the same formula, charge and spin comes out at 0.0 kJ/mol.

Last column: Mulliken spin population.
CARTESIAN COORDINATES (ANGSTROEM)
Mn1 0.6491 -0.5952 -0.0148  1.722
O1 4.1980 0.5583 -1.4993  0.007
C1 3.0591 0.6766 -1.1431  0.005
O2 2.2860 -0.3769 -0.8642  0.017
C2 2.3779 2.0306 -0.9930  0.005
P1 0.6098 1.8134 -0.6286  -0.085
C3 0.0215 3.4572 -0.1731  0.006
C4 -0.2932 3.7304 1.1558  0.003
C5 -0.6674 5.0139 1.5346  0.000
C6 -0.7282 6.0210 0.5835  0.000
C7 -0.4157 5.7509 -0.7449  0.000
C8 -0.0429 4.4725 -1.1270  -0.002
C9 -0.1462 1.4904 -2.2565  0.002
C10 -1.5228 1.6890 -2.3923  0.000
C11 -2.1572 1.4273 -3.5932  0.001
C12 -1.4241 0.9530 -4.6768  -0.002
C13 -0.0608 0.7460 -4.5496  0.001
C14 0.5789 1.0104 -3.3425  -0.002
H1 2.5417 2.6341 -1.8863  0.000
H2 2.8417 2.5551 -0.1553  -0.001
H3 -0.2374 2.9416 1.8981  -0.001
H4 -0.9074 5.2252 2.5683  0.000
H5 -1.0221 7.0211 0.8746  0.000
H6 -0.4610 6.5400 -1.4839  0.000
H7 0.1913 4.2642 -2.1643  0.000
H8 -2.0967 2.0702 -1.5546  0.001
H9 -3.2215 1.5992 -3.6917  0.000
H10 -1.9178 0.7506 -5.6183  0.000
H11 0.5164 0.3870 -5.3914  0.000
H12 1.6451 0.8390 -3.2708  0.000
C15 -4.0487 -0.2708 0.2094  0.000
P2 -2.4523 -0.5214 0.9536  0.013
C16 -2.5074 -2.0868 1.8116  -0.006
C17 -2.2047 0.7334 2.1951  0.005
O3 -1.3709 -0.4800 -0.1012  -0.011
H13 -4.8367 -0.2902 0.9636  0.000
H14 -4.2285 -1.0631 -0.5183  0.000
H15 -4.0618 0.6896 -0.3064  0.000
H16 -3.2103 -2.0559 2.6448  0.000
H17 -1.5069 -2.3017 2.1900  0.003
H18 -2.8037 -2.8805 1.1243  0.000
H19 -2.8506 0.5793 3.0599  0.000
H20 -2.3958 1.7197 1.7678  0.001
H21 -1.1584 0.6753 2.5017  0.000
C18 1.3389 -3.0763 2.5317  -0.063
C19 1.7394 -1.5953 2.5024  0.090
C20 3.1917 -1.4465 2.0387  -0.021
C21 1.5699 -0.9752 3.8896  -0.016
N1 0.8272 -0.8849 1.6148  -0.676
H22 2.1219 -3.6424 3.0385  -0.002
H23 1.2242 -3.4850 1.5301  0.018
H24 0.4059 -3.2231 3.0790  0.001
H25 3.8664 -1.8201 2.8101  0.001
H26 3.4321 -0.4003 1.8475  -0.001
H27 3.3757 -2.0043 1.1220  0.002
H28 2.2671 -1.4411 4.5876  -0.003
H29 0.5543 -1.1238 4.2616  0.000
H30 1.7766 0.0959 3.8630  0.001
Br1 3.5027 -5.2874 -1.1709  0.000
C22 1.8351 -4.4396 -1.1405  -0.002
C23 0.6639 -5.1492 -1.3317  0.004
C24 -0.5387 -4.4605 -1.3085  -0.002
C25 -0.5334 -3.1025 -1.0609  0.008
N2 0.6032 -2.4319 -0.8478  -0.035
C26 1.7748 -3.0769 -0.9126  0.019
H31 0.6929 -6.2163 -1.5090  0.000
H32 -1.4749 -4.9721 -1.4841  0.000
H33 -1.4360 -2.5128 -1.0445  -0.002
H34 2.6617 -2.4710 -0.8017  -0.004

***

Below is C21H41BrCl3FMgN5NaO7PS as an isolated structure, with properties calculated with ωB97M-V/def2-TZVPD.

The charge is +1. For the HOMO energy, the calculation gives -8.49 eV. The largest force on an atom comes out at 0.2512 hartree/bohr. As for the molar mass: 791.184 Da. Its frontier orbital gap is 0.932 eV. The total energy is -6780.755510 a.u.

Last column: Löwdin charge in e.
CARTESIAN COORDINATES (ANGSTROEM)
C1 9.3998 -0.9799 2.3067  -0.148
C2 8.0553 -0.2645 1.6146  -0.244
C3 7.4898 -1.0963 0.3281  -0.262
N1 6.2412 -0.6062 -0.3183  -0.051
C4 5.1013 -0.2618 0.5816  -0.320
N2 4.2359 0.7323 -0.2255  -0.075
C5 3.0587 1.2324 0.5476  -0.189
C6 2.5839 0.4030 1.8522  -0.120
N3 3.1861 -0.9564 2.0733  0.010
C7 4.0694 -1.4759 0.9618  -0.364
P1 4.8520 -3.1668 1.3239  0.950
C8 3.4647 -4.4992 1.0432  -0.283
O1 5.3965 -3.2377 3.0053  -0.659
H1 10.3566 -0.3025 2.2462  0.075
H2 9.1839 -1.1231 3.4722  0.043
H3 9.5907 -2.0689 1.8900  0.083
H4 7.2399 -0.2850 2.4867  0.083
H5 8.3157 0.8433 1.3367  0.110
H6 8.3500 -1.0307 -0.4998  0.142
H7 7.4894 -2.2478 0.6424  0.099
H8 6.3869 0.0590 -1.1106  0.122
H9 5.3528 0.3037 1.5719  0.152
H10 4.8242 1.4974 -0.6219  0.118
H11 3.2710 2.3683 0.8244  0.143
H12 2.1350 1.2695 -0.2073  0.101
H13 1.4004 0.2747 1.8307  0.116
H14 2.8005 1.0770 2.8072  0.165
H15 2.4483 -1.6735 2.3148  0.162
H16 3.7928 -0.8820 2.9446  0.192
H17 3.3585 -1.6198 0.0144  0.147
H18 3.5362 -4.8183 -0.0833  0.055
H19 2.4358 -3.9182 1.1889  0.030
H20 3.5989 -5.3942 1.7932  0.075
H21 6.1395 -2.5801 3.1558  -0.287
O2 -0.8394 0.8291 3.2930  -0.339
S1 -0.2996 -0.2811 4.0990  0.201
O3 -0.0026 -1.4271 3.2205  -0.441
O4 -1.2936 -0.6823 5.1110  -0.270
O5 0.9374 0.1563 4.7714  -0.321
O6 -0.2531 -0.1473 7.7880  -0.072
H22 0.1253 0.0377 6.9153  -0.012
H23 0.1470 -0.9924 8.0423  0.037
C9 0.1160 -1.2941 -0.6036  0.042
N4 -0.9885 -0.5090 -1.1907  -0.055
C10 -2.2652 -0.8571 -0.9134  0.014
C11 -3.3318 -0.1094 -1.4194  0.084
C12 -3.0915 1.0148 -2.2153  -0.127
C13 -1.7559 1.3273 -2.4983  0.053
C14 -0.7196 0.5531 -1.9784  0.024
C15 -4.1848 1.8639 -2.7220  -0.147
C16 -4.2327 3.2276 -2.4083  0.051
C17 -5.2383 4.0412 -2.9280  0.026
N5 -6.1808 3.5267 -3.7466  -0.068
C18 -6.1826 2.2091 -4.0525  0.037
C19 -5.1947 1.3603 -3.5478  0.035
C20 -7.2126 4.4044 -4.3322  0.002
H24 -0.0112 -2.3362 -0.9074  0.124
H25 0.0535 -1.1887 0.4832  0.089
H26 1.0756 -0.9142 -0.9612  0.095
H27 -2.4216 -1.7254 -0.2778  0.030
H28 -4.3477 -0.4063 -1.1613  0.092
H29 -1.5050 2.1785 -3.1298  0.140
H30 0.3225 0.7847 -2.1832  0.144
H31 -3.4870 3.6749 -1.7521  0.141
H32 -5.2872 5.1033 -2.6991  0.151
H33 -6.9695 1.8503 -4.7110  0.118
H34 -5.2143 0.3090 -3.8307  0.144
H35 -8.1918 4.0097 -4.0512  0.110
H36 -7.0774 4.3927 -5.4174  0.043
H37 -7.0966 5.4228 -3.9526  0.107
O7 -8.6668 1.6377 -6.0431  -0.344
H38 -8.9467 2.5067 -5.7183  -0.135
H39 -8.4619 1.7919 -6.9776  -0.168
F1 -3.4467 -3.0954 -0.5656  -0.582
Na1 -1.9467 -2.7832 0.9830  0.630
C21 -7.0109 -1.4249 0.0885  -0.955
Cl1 -7.4646 -0.9735 1.7363  0.324
Cl2 -7.0392 -0.0215 -0.9862  0.526
H40 -6.0019 -1.8443 0.0995  0.022
H41 -7.7169 -2.1717 -0.2830  0.049
Br1 7.0533 -2.9934 4.5185  0.382
Mg1 -8.8467 1.0843 2.9889  0.443
Cl3 -8.5467 3.3087 -7.0648  0.356

***

Below is C51H126N8O as an isolated structure, with properties calculated with ωB97M-V/def2-TZVPD.

For the HOMO energy, the calculation gives -6.43 eV. The largest force on an atom comes out at 0.3206 hartree/bohr. As for the molar mass: 867.624 Da. Its frontier orbital gap is 7.101 eV. The total energy is -2529.877182 a.u.

Last column: Löwdin charge in e.
CARTESIAN COORDINATES (ANGSTROEM)
C1 0.4700 1.8948 2.6050  -0.226
C2 1.4523 1.6153 3.7264  -0.238
N1 2.3272 2.7069 3.8880  -0.185
C3 1.6605 3.9353 4.4353  -0.193
C4 1.0881 3.8918 5.8809  -0.054
C5 3.6485 2.4744 4.5178  -0.170
C6 4.4809 1.5066 3.6266  -0.095
H1 0.8215 2.5431 1.8023  0.104
H2 -0.3418 2.5183 2.9795  0.025
H3 0.1240 1.0063 2.0768  0.059
H4 1.0149 1.3218 4.6807  0.139
H5 2.0515 0.8453 3.2404  0.061
H6 2.4459 4.6854 4.3419  0.104
H7 0.9038 4.2124 3.7013  0.091
H8 0.7339 4.9031 6.0810  0.075
H9 0.1916 3.2735 5.8366  0.031
H10 1.7920 3.5596 6.6440  0.072
H11 3.4579 2.0424 5.5002  0.109
H12 4.1697 3.4313 4.5482  0.109
H13 4.4038 0.5227 4.0893  0.088
H14 5.4749 1.9515 3.5820  0.091
H15 4.1759 1.5482 2.5810  0.023
C7 -5.8166 -2.5093 3.6857  -0.072
C8 -4.6336 -3.0248 2.8464  -0.229
N2 -3.4469 -2.1641 2.7728  -0.154
C9 -2.3800 -2.5674 1.8337  -0.195
C10 -2.7790 -2.2916 0.4290  -0.229
C11 -2.9062 -1.8744 4.1642  -0.171
C12 -2.0259 -3.0540 4.8241  -0.048
H16 -6.7549 -2.9999 3.4268  0.070
H17 -5.9796 -1.4568 3.4537  0.074
H18 -5.5627 -2.5033 4.7457  0.061
H19 -4.1470 -3.8808 3.3139  0.102
H20 -4.8982 -3.3169 1.8301  0.106
H21 -1.4104 -2.0934 1.9860  0.100
H22 -2.2327 -3.6297 2.0281  0.112
H23 -3.7881 -2.6823 0.2980  0.129
H24 -2.8073 -1.2390 0.1471  0.051
H25 -2.1331 -2.8160 -0.2753  0.022
H26 -3.7324 -1.5483 4.7960  0.100
H27 -2.3244 -0.9533 4.1307  0.050
H28 -1.5934 -3.6361 4.0104  0.046
H29 -2.6594 -3.8178 5.2751  0.050
H30 -1.3514 -2.8355 5.6520  0.064
C13 0.7692 5.6216 -4.1599  -0.066
C14 0.4385 4.7272 -2.9210  -0.222
N3 1.3206 3.5249 -2.8644  -0.154
C15 2.7097 3.9287 -2.5267  -0.231
C16 3.6403 3.7929 -3.7256  -0.073
C17 0.6770 2.5431 -1.9739  -0.197
C18 1.2679 1.1916 -2.4243  -0.204
H31 0.3092 5.1080 -5.0042  0.067
H32 1.8300 5.6450 -4.4093  0.040
H33 0.3830 6.6395 -4.1068  0.069
H34 0.6384 5.2125 -1.9657  0.104
H35 -0.6070 4.4416 -3.0371  0.098
H36 2.7924 4.9281 -2.0996  0.115
H37 3.0946 3.2927 -1.7295  0.108
H38 4.6870 3.7511 -3.4245  0.073
H39 3.3753 2.8630 -4.2288  0.066
H40 3.5178 4.6694 -4.3620  0.054
H41 -0.3929 2.3410 -2.0252  0.109
H42 0.9137 2.7333 -0.9270  0.120
H43 2.3125 1.1448 -2.1165  -0.057
H44 1.2841 1.0864 -3.5091  0.096
H45 0.6279 0.4390 -1.9636  0.051
C19 -2.7704 0.2840 1.3627  -0.066
C20 -2.0092 0.5811 2.6376  -0.246
N4 -2.4111 1.7874 3.3602  -0.134
C21 -1.6770 2.0658 4.6114  -0.251
C22 -2.5810 2.8714 5.5621  -0.079
C23 -2.6413 2.9746 2.4850  -0.164
C24 -1.3851 3.6375 1.7926  -0.067
H46 -2.7567 -0.7800 1.1268  -0.002
H47 -2.3938 0.9016 0.5474  0.104
H48 -3.8427 0.4582 1.4509  0.111
H49 -2.0152 -0.3543 3.1972  0.065
H50 -0.9328 0.5988 2.4671  0.053
H51 -0.7508 2.6193 4.4563  0.051
H52 -1.5492 1.0889 5.0776  0.125
H53 -2.0637 2.7430 6.5129  0.061
H54 -3.5367 2.3686 5.7105  0.077
H55 -2.5634 3.9196 5.2637  0.071
H56 -3.3147 2.6076 1.7104  0.095
H57 -3.2205 3.7312 3.0144  0.099
H58 -0.8904 2.8118 1.2811  0.013
H59 -1.6522 4.2531 0.9337  0.084
H60 -0.6331 4.0856 2.4421  0.063
C25 5.9174 -1.5508 1.6740  -0.082
C26 4.4421 -2.0380 1.8992  -0.262
N5 3.4962 -1.1538 1.2931  -0.192
C27 2.2195 -1.9115 1.3795  -0.258
C28 1.4907 -2.1090 2.6815  -0.032
C29 3.5094 0.2025 1.9268  -0.194
C30 2.2934 1.1547 1.5615  -0.128
H61 6.5674 -2.4257 1.6674  0.081
H62 6.3002 -0.9317 2.4853  0.071
H63 5.8677 -1.0979 0.6838  0.023
H64 4.4432 -3.0251 1.4368  0.110
H65 4.2622 -2.1983 2.9622  0.112
H66 1.5090 -1.4192 0.7154  0.074
H67 2.2096 -2.8965 0.9127  0.121
H68 1.3433 -1.0880 3.0334  0.074
H69 0.5256 -2.6080 2.5937  0.076
H70 2.1499 -2.6237 3.3805  0.079
H71 4.4348 0.6864 1.6144  0.118
H72 3.5182 -0.0326 2.9911  0.077
H73 1.9846 1.0338 0.5232  -0.044
H74 2.5617 2.1991 1.7211  0.133
H75 1.5029 0.8917 2.2644  0.003
C31 -2.6164 -4.7225 -3.8146  -0.063
C32 -1.1532 -4.5637 -3.1847  -0.204
N6 -1.1548 -4.0831 -1.7929  -0.095
C33 -1.3748 -2.6016 -1.6111  -0.379
C34 -2.8083 -2.1319 -1.7192  -0.063
C35 -1.9204 -4.9280 -0.7981  -0.225
C36 -1.4157 -6.3546 -0.5959  -0.071
H76 -2.6604 -5.5242 -4.5518  0.063
H77 -2.8170 -3.8161 -4.3858  0.033
H78 -3.4537 -4.7023 -3.1170  0.054
H79 -0.6118 -5.4936 -3.3587  0.091
H80 -0.5744 -3.9366 -3.8627  0.101
H81 -0.9217 -2.3364 -0.6559  0.014
H82 -0.7407 -2.1534 -2.3760  0.108
H83 -3.0293 -1.4233 -0.9209  0.073
H84 -3.0820 -1.7186 -2.6899  0.094
H85 -3.4801 -2.9813 -1.5958  0.098
H86 -2.9799 -4.9604 -1.0519  0.101
H87 -1.9804 -4.3778 0.1410  0.085
H88 -0.3635 -6.3939 -0.3142  0.074
H89 -1.6057 -6.8795 -1.5321  0.065
H90 -2.0030 -6.8432 0.1815  0.072
C37 -3.6331 2.8262 -4.4585  -0.082
C38 -2.4767 1.9024 -4.7544  -0.290
N7 -2.9433 0.5613 -4.6006  -0.180
C39 -1.7787 -0.3250 -4.5991  -0.216
C40 -0.9005 -0.2264 -3.3857  -0.075
C41 -3.8429 0.1698 -5.7538  -0.225
C42 -4.5967 -1.1023 -5.4527  -0.102
H91 -3.2095 3.8233 -4.3377  0.064
H92 -4.0844 2.3838 -3.5704  0.088
H93 -4.3636 3.0071 -5.2470  0.065
H94 -2.0601 1.9868 -5.7581  0.121
H95 -1.6584 2.1033 -4.0629  0.101
H96 -2.2398 -1.2727 -4.8770  0.088
H97 -1.2375 -0.1596 -5.5307  0.118
H98 -1.4119 -0.1133 -2.4297  0.078
H99 -0.3361 -1.1026 -3.0668  0.087
H100 -0.2095 0.6116 -3.4768  0.052
H101 -3.2691 -0.0528 -6.6533  0.116
H102 -4.5966 0.9399 -5.9181  0.105
H103 -3.9824 -1.9773 -5.6653  0.052
H104 -5.3956 -1.1935 -6.1886  0.074
H105 -5.0012 -1.1783 -4.4434  0.081
C43 2.1809 0.3293 -0.6859  -0.197
C44 3.1769 0.1430 -1.8762  -0.177
N8 3.1982 -1.2136 -2.3904  -0.136
C45 3.8490 -1.4376 -3.7163  -0.201
C46 3.3824 -0.3851 -4.7215  -0.076
C47 3.5593 -2.1965 -1.4457  -0.222
C48 4.9757 -1.9304 -0.8584  -0.067
H106 1.1205 0.1208 -0.8285  0.048
H107 2.2226 1.3915 -0.4452  0.107
H108 2.4451 -0.3582 0.1177  0.070
H109 2.8857 0.8203 -2.6791  0.065
H110 4.1703 0.5405 -1.6685  0.146
H111 3.4367 -2.3719 -4.0973  0.109
H112 4.9323 -1.5538 -3.7481  0.105
H113 4.1538 0.3787 -4.8193  0.071
H114 2.4177 0.0718 -4.5008  0.057
H115 3.3223 -0.7824 -5.7348  0.074
H116 2.7264 -2.3262 -0.7547  0.080
H117 3.4954 -3.1923 -1.8845  0.122
H118 5.6375 -1.7779 -1.7110  0.086
H119 5.0782 -1.0264 -0.2581  0.025
H120 5.2164 -2.6797 -0.1043  0.060
C49 -0.6505 -1.1531 -0.7846  -0.137
C50 -0.5000 -0.2914 0.4099  -0.323
O1 -0.7059 -0.6086 1.5475  -0.090
C51 0.0513 1.1173 0.0724  -0.103
H121 -1.4208 -1.8940 -0.5707  -0.015
H122 0.2807 -1.7169 -0.8406  0.170
H123 -0.8714 -0.6124 -1.7049  0.035
H124 1.1242 1.2426 -0.0740  -0.007
H125 -0.2851 1.8114 0.8426  0.049
H126 -0.3613 1.4221 -0.8893  0.077

***

Number 1 is which compound? C26H34BrMnN2O3P2

***

The lowest molar mass belongs to which entry? C26H34BrMnN2O3P2